# 1
ORCA calculation (wB97M-V/def2-TZVPD) on a 2-piece molecular cluster, C5H13NO2 overall at a distorted geometry.

The geometry in XYZ format:
```
21
Properties=species:S:1:pos:R:3:forces:R:3
O -1.322445 -1.713004 1.104140 -0.1 -0.1 -0.1
C -1.081922 -0.889953 1.961176 0.7 -0.7 0.2
N 0.055430 -0.135118 1.998014 -0.7 0.4 -0.5
C 0.870751 -0.070001 0.791871 1.3 0.2 0.6
C 0.590618 1.113151 -0.135446 -1.2 0.3 0.0
C -0.875110 1.157088 -0.589635 0.0 -0.9 0.3
C 1.492471 1.036054 -1.349267 0.6 -0.1 0.2
H -1.698593 -0.844435 2.859300 -0.2 0.5 0.2
H -0.031302 0.737718 2.504227 0.1 -0.2 0.2
H 1.898104 0.100205 1.117328 0.2 -0.1 0.3
H 0.929500 -1.072710 0.374602 -0.5 0.2 -0.5
H 0.749512 1.984422 0.506851 0.4 0.3 -0.2
H -1.153817 2.003705 -1.204726 0.2 0.3 -0.1
H -1.059933 0.242289 -1.147977 -0.2 -0.1 -0.3
H -1.559861 1.106338 0.260397 0.0 0.2 0.0
H 2.559047 0.951247 -1.120015 -0.1 0.3 0.2
H 1.352675 1.773735 -2.135630 -0.1 0.4 0.3
H 1.253030 0.105017 -1.806847 -0.2 -0.9 -0.6
H -0.575031 -2.277318 -0.715226 -0.3 0.2 -0.1
H -1.515589 -3.013077 -1.636074 -0.1 0.0 -0.1
O -0.877535 -2.295352 -1.637062 0.3 -0.1 0.1
```
Forces are in eV/Å.

LUMO in eV: 0.83
Charge: 0
SMILES string: CC(C)CNC=O.O
E_HOMO in eV: -10.1
Relative energy (zero: lowest compared OMol25 entry of this formula, charge and spin) in kcal/mol: 15.86

# 2
ORCA calculation (wB97M-V/def2-TZVPD) on a 2-piece molecular cluster, C5H13NO2 overall at a distorted geometry.

The geometry in XYZ format:
```
21
Properties=species:S:1:pos:R:3:forces:R:3
C -1.184286 -1.752023 -1.106601 -0.2 -0.4 0.5
O -2.493816 -2.034645 -0.602552 -0.1 0.1 -0.1
C -0.228465 -1.403882 0.022113 -0.2 -0.1 -0.3
C -0.515206 -0.082984 0.711509 0.0 0.6 0.3
C -0.248130 1.100884 -0.182586 0.1 -0.4 -0.2
C -1.227423 1.691889 -0.862408 -1.0 0.5 0.0
N 1.079258 1.379915 -0.408929 1.0 0.4 -0.4
H -0.829878 -2.693573 -1.517927 0.0 0.0 -0.4
H -1.227224 -1.000403 -1.888157 0.1 0.2 -0.1
H -3.043507 -1.250665 -0.684150 0.1 0.0 0.0
H 0.776766 -1.389236 -0.396193 0.2 0.0 0.1
H -0.303509 -2.230068 0.727391 0.1 0.0 0.2
H 0.114832 0.025384 1.594454 0.1 -0.1 0.1
H -1.541389 -0.016193 1.079744 0.0 -0.2 -0.1
H -2.253008 1.355697 -0.774200 0.1 -0.1 0.2
H -1.142757 2.591556 -1.456181 0.5 -0.1 -0.2
H 1.826518 1.299728 0.264569 -0.5 -0.3 0.4
H 1.319244 2.044466 -1.126540 -0.3 0.0 0.0
H 4.175539 0.689545 1.603421 -0.2 0.2 -0.3
H 3.569260 0.679649 2.947478 -0.4 0.2 0.1
O 3.377189 0.994953 2.055742 0.6 -0.4 0.1
```
Forces are in eV/Å.

LUMO in eV: 0.54
Charge: 0
SMILES string: C=C(N)CCCO.O
E_HOMO in eV: -7.9
Relative energy (zero: lowest compared OMol25 entry of this formula, charge and spin) in kcal/mol: 36.85

# 3
ORCA calculation (wB97M-V/def2-TZVPD) on a 2-piece molecular cluster, C5H13NO2 overall at a distorted geometry.

The geometry in XYZ format:
```
21
Properties=species:S:1:pos:R:3:forces:R:3
C 1.006599 1.758206 0.437805 0.1 -0.2 0.0
C -0.179576 1.195121 -0.314362 -0.4 -0.4 -0.7
C -0.739925 2.215478 -1.304480 0.3 0.2 0.4
N 0.180311 -0.088292 -0.999374 0.1 0.9 -0.3
H 1.541451 0.983709 0.983438 -0.1 0.0 0.1
H 1.714192 2.220411 -0.254774 0.0 0.0 0.0
H 0.672755 2.515633 1.143593 0.0 0.1 0.0
H -0.987609 0.902696 0.361731 0.2 0.1 0.2
H 0.031495 2.477567 -2.032244 -0.1 0.0 -0.1
H -0.977673 3.126966 -0.751694 -0.1 0.0 -0.1
H -1.641110 1.875730 -1.812629 0.0 -0.1 0.0
H 0.697904 -0.973850 0.043323 0.6 -0.8 0.9
H -0.591257 -0.344774 -1.602372 -0.1 -0.3 0.0
H 0.976159 0.060960 -1.618806 0.0 0.1 0.0
O 0.922783 -3.024620 2.396643 0.3 0.1 0.0
C 0.534832 -2.401779 1.438065 -0.8 -0.3 0.1
O 1.236604 -1.465450 0.842930 -0.2 0.5 -0.7
C -0.856865 -2.686053 0.856440 0.5 -0.3 0.3
H -0.770921 -3.064993 -0.162934 0.0 0.1 -0.1
H -1.269801 -3.475079 1.480634 -0.2 0.1 -0.1
H -1.500348 -1.807581 0.869068 0.0 0.1 0.0
```
Forces are in eV/Å.

LUMO in eV: 0.57
Charge: 0
SMILES string: CC(=O)O.CC(C)N
E_HOMO in eV: -9.3
Relative energy (zero: lowest compared OMol25 entry of this formula, charge and spin) in kcal/mol: 8.37

# 4
ORCA calculation (wB97M-V/def2-TZVPD) on C5H13NO2 as an isolated structure at a distorted geometry.

The geometry in XYZ format:
```
21
Properties=species:S:1:pos:R:3:forces:R:3
C 1.223181 -0.307268 -1.009676 2.5 0.9 -0.6
O 2.562957 -0.770202 -0.763937 -0.7 0.1 0.7
C 0.421836 -0.009282 0.185617 -4.4 1.6 0.1
C -1.131039 -0.176470 -0.111868 0.2 0.2 -0.3
C -1.459409 0.187071 -1.573169 -0.3 2.8 -0.7
C -1.499147 1.507766 -1.973978 1.2 -1.1 1.8
N 0.488670 -1.296916 1.502188 0.3 1.1 -0.9
H 1.281546 0.484445 -1.798384 0.0 -0.2 1.2
H 0.654132 -1.027481 -1.449688 -1.1 -2.7 -1.8
H 2.521367 -1.315617 0.050862 0.2 0.3 -0.7
H 0.560198 1.005022 0.623866 0.3 -0.8 0.2
H -1.755112 0.434324 0.613302 0.9 -0.8 -0.9
H -1.329076 -1.248125 0.082270 -0.3 0.8 -0.4
H -1.607993 -0.589123 -2.322152 -0.4 -0.1 0.3
H -1.762524 1.954846 -2.962427 0.4 -0.8 0.9
H -1.045153 2.206502 -1.181715 -1.3 -0.6 -1.3
H 1.129155 -0.476376 1.090095 1.7 -2.3 2.0
H 0.222781 -2.142428 0.932496 1.0 1.4 0.1
H 0.068465 -0.048662 2.774202 -0.1 0.9 0.6
H 0.397867 0.753684 4.120622 -0.8 0.2 -2.2
O 0.057295 0.874291 3.171474 0.7 -1.1 1.8
```
Forces are in eV/Å.

LUMO in eV: 0.69
Charge: 0
E_HOMO in eV: -9.5
Relative energy (zero: lowest compared OMol25 entry of this formula, charge and spin) in kcal/mol: 151.98

# 5
ORCA calculation (wB97M-V/def2-TZVPD) on a 2-piece molecular cluster, C5H13NO2 overall at a distorted geometry.

The geometry in XYZ format:
```
21
Properties=species:S:1:pos:R:3:forces:R:3
C -0.180133 -1.320031 -1.943370 0.1 -0.2 1.4
N -0.529523 -0.272047 -0.940681 1.1 0.9 -0.9
C 1.835938 1.569709 1.522807 -0.7 0.3 -1.4
C 0.673949 1.381372 0.521007 -0.6 -0.8 0.3
C 0.548608 -0.088701 0.101566 -1.7 0.1 -1.1
C -0.038543 -1.045999 1.118209 2.7 0.1 1.0
O 0.526083 -2.069744 1.432026 -0.8 0.1 -0.2
H -0.549587 -1.029040 -2.919510 -0.2 -0.2 0.0
H -0.615010 -2.244531 -1.555209 -0.1 -0.1 -0.6
H 0.899780 -1.516077 -1.990041 -0.1 0.3 -0.2
H -0.572949 0.600063 -1.463476 -0.2 0.0 0.2
H 1.591116 2.391377 2.191673 0.2 -0.3 0.3
H 2.691268 1.868596 0.925332 0.5 -0.2 0.3
H 2.006838 0.609524 2.000706 0.3 0.2 0.5
H 0.807882 1.894140 -0.439826 0.1 0.4 0.4
H -0.267775 1.709281 0.981889 0.1 0.0 -0.3
H 1.505837 -0.366654 -0.341171 0.1 -0.6 0.4
H -0.918908 -0.673146 1.646502 -0.6 -0.1 -0.1
H -2.691296 -1.020698 -0.506233 -0.5 -0.3 -0.1
H -3.176684 0.237379 -0.072909 -0.3 1.0 0.3
O -3.546898 -0.614763 -0.269298 0.8 -0.7 -0.2
```
Forces are in eV/Å.

LUMO in eV: 0.76
Charge: 0
SMILES string: CC[C@@H](C=O)NC.O
E_HOMO in eV: -9.8
Relative energy (zero: lowest compared OMol25 entry of this formula, charge and spin) in kcal/mol: 47.41

# 6
ORCA calculation (wB97M-V/def2-TZVPD) on a 2-piece molecular cluster, C5H13NO2 overall at a distorted geometry.

The geometry in XYZ format:
```
21
Properties=species:S:1:pos:R:3:forces:R:3
O 1.690831 1.732951 2.627860 0.0 0.0 0.0
C 1.268438 0.786567 2.015560 0.4 0.0 0.0
C 1.483658 0.537526 0.558386 -1.0 0.8 -0.9
C 1.220642 -0.892622 0.121911 0.7 -0.9 0.7
C -0.179290 -1.529053 0.331563 0.3 0.6 -0.4
C -1.761535 -0.516080 -1.310676 -1.0 0.0 -0.2
N -0.981956 -1.652740 -0.862857 -0.1 -0.2 0.3
H 0.625547 0.034277 2.515060 0.0 0.0 0.1
H 0.745105 1.211028 0.096411 -0.3 -0.2 0.0
H 2.391042 0.980018 0.145536 0.4 -0.3 0.5
H 1.891810 -1.517273 0.717408 0.2 0.0 0.1
H 1.578583 -1.094818 -0.887389 -0.3 0.3 -0.2
H -0.005315 -2.509448 0.774067 -0.2 -0.2 -0.1
H -0.757175 -0.968873 1.069469 0.0 0.0 0.0
H -1.625484 0.426658 -0.777714 0.6 -0.4 0.0
H -1.616514 -0.301213 -2.369147 0.2 0.0 0.0
H -2.836845 -0.719293 -1.201646 0.0 -0.1 0.0
H -0.491457 -2.125061 -1.605161 0.0 0.1 0.0
H -0.287882 3.207216 -0.855696 -0.2 0.0 0.2
H -1.452056 2.442408 -0.157602 0.1 0.3 0.1
O -0.900139 2.467818 -0.945344 0.1 0.1 -0.2
```
Forces are in eV/Å.

LUMO in eV: 0.60
Charge: 0
SMILES string: CNCCCC=O.O
E_HOMO in eV: -8.4
Relative energy (zero: lowest compared OMol25 entry of this formula, charge and spin) in kcal/mol: 50.75